{
  "formula": "C24H35F6N4O2SSbSiTc",
  "method": "ωB97M-V with the def2-TZVPD basis set",
  "elements": ["Tc", "C", "Si", "C", "C", "N", "C", "C", "C", "C", "C", "C", "O", "C", "C", "C", "C", "C", "C", "H", "H", "H", "H", "H", "H", "H", "H", "H", "H", "H", "H", "H", "H", "H", "H", "H", "H", "C", "C", "S", "O", "C", "C", "H", "H", "H", "H", "H", "H", "H", "H", "H", "H", "N", "C", "C", "N", "C", "C", "N", "H", "H", "H", "H", "H", "F", "Sb", "F", "F", "F", "F", "F", "C", "H", "H"],
  "coordinates": [[-0.118, 0.386, -0.286], [-0.770, -3.272, 2.808], [0.345, -2.575, 1.448], [1.050, -3.885, 0.274], [1.780, -1.722, 2.313], [-0.677, -1.429, 0.497], [-1.818, -1.913, -0.044], [-2.180, -3.282, -0.106], [-3.399, -3.671, -0.597], [-4.329, -2.722, -1.032], [-4.005, -1.376, -1.015], [-2.761, -0.983, -0.564], [-2.370, 0.333, -0.512], [-3.115, 1.242, -1.309], [-3.082, 1.118, -2.685], [-3.688, 2.093, -3.458], [-4.327, 3.163, -2.849], [-4.397, 3.237, -1.466], [-3.792, 2.267, -0.682], [-0.355, -4.211, 3.179], [-1.788, -3.473, 2.478], [-0.823, -2.587, 3.655], [2.114, -4.037, 0.456], [0.921, -3.605, -0.773], [0.567, -4.852, 0.425], [2.547, -2.470, 2.522], [1.486, -1.286, 3.268], [2.224, -0.948, 1.694], [-1.471, -4.033, 0.206], [-3.639, -4.724, -0.647], [-5.294, -3.034, -1.404], [-4.710, -0.635, -1.364], [-2.579, 0.269, -3.132], [-3.649, 2.022, -4.536], [-4.763, 3.943, -3.456], [-4.920, 4.054, -0.989], [-3.827, 2.319, 0.399], [4.782, -0.730, 0.180], [3.866, -1.353, -0.861], [2.593, -0.248, -1.555], [1.894, 0.175, -0.210], [3.634, 1.169, -2.036], [3.793, 2.263, -0.998], [5.279, -1.514, 0.752], [4.206, -0.125, 0.879], [5.555, -0.113, -0.276], [3.282, -2.163, -0.422], [4.415, -1.742, -1.719], [3.125, 1.560, -2.913], [4.580, 0.735, -2.357], [2.823, 2.532, -0.579], [4.191, 3.144, -1.499], [4.474, 1.994, -0.192], [2.208, 2.153, 4.328], [1.129, 1.591, 3.754], [1.049, 1.383, 2.360], [-0.012, 0.813, 1.812], [-1.030, 0.470, 2.619], [-0.939, 0.681, 3.982], [0.126, 1.221, 4.554], [2.993, 2.466, 3.787], [2.206, 2.273, 5.326], [1.859, 1.679, 1.705], [-1.914, 0.036, 2.177], [-1.755, 0.407, 4.639], [-0.205, -0.613, -1.949], [0.203, 1.389, -4.060], [1.850, 0.064, -4.167], [-1.107, 3.037, -0.998], [-0.560, 3.186, -3.646], [0.710, 1.691, -1.949], [1.702, 2.501, -4.547], [-0.554, 2.524, 0.130], [-1.248, 2.715, 0.952], [0.404, 3.027, 0.288]],
  "atomic_forces_ev_per_a": [[0.21, 1.49, -1.39], [0.14, 0.01, -0.34], [0.51, -0.37, 0.84], [-0.28, 0.23, 0.08], [-0.26, 0.01, -0.19], [-0.25, -0.24, -0.17], [0.18, 0.38, 0.05], [-0.13, -0.24, -0.04], [0.17, -0.18, 0.09], [0.13, 0.14, -0.01], [-0.09, 0.14, -0.07], [-0.24, -0.05, 0.01], [0.31, -0.25, 0.07], [-0.35, 0.58, -0.36], [0.22, -0.24, 0.11], [-0.04, -0.01, 0.06], [0.00, 0.02, -0.03], [-0.07, -0.01, -0.03], [0.07, -0.25, 0.19], [0.03, -0.02, 0.01], [-0.01, -0.03, 0.02], [0.05, 0.07, -0.03], [0.02, 0.06, 0.06], [0.00, 0.00, -0.02], [-0.02, -0.01, -0.03], [-0.03, -0.08, 0.00], [-0.06, 0.01, 0.01], [0.09, -0.02, 0.00], [-0.03, -0.01, 0.01], [-0.01, 0.00, -0.01], [-0.02, 0.00, 0.02], [0.00, -0.01, 0.00], [0.03, 0.04, -0.02], [0.02, 0.01, -0.01], [-0.05, -0.01, 0.01], [0.02, 0.03, -0.01], [0.04, 0.01, 0.00], [-0.04, 0.02, 0.00], [-0.17, 0.24, 0.06], [1.00, -0.15, 0.04], [-0.54, -0.07, 0.47], [-0.29, 0.10, -0.17], [0.01, -0.08, 0.14], [0.00, -0.03, -0.04], [0.06, 0.01, 0.04], [-0.02, 0.04, 0.00], [-0.03, -0.08, -0.12], [-0.07, -0.05, -0.05], [0.02, -0.05, -0.12], [0.01, -0.03, 0.00], [0.01, 0.04, -0.03], [-0.01, 0.00, 0.00], [-0.04, 0.00, 0.03], [0.09, -0.01, -0.08], [-0.38, -0.14, 0.02], [0.18, 0.15, -0.07], [0.23, -0.06, 0.45], [-0.23, -0.07, 0.17], [0.10, 0.02, -0.16], [0.19, 0.11, 0.03], [0.02, 0.02, 0.05], [0.04, 0.04, 0.00], [0.00, -0.10, -0.04], [0.02, 0.00, -0.07], [-0.03, -0.04, -0.05], [-0.37, -0.01, 0.41], [1.90, 1.09, 0.65], [-1.11, 0.40, 0.31], [-0.02, 0.07, 0.18], [-0.15, -0.79, -0.30], [-0.22, -0.82, -0.21], [-0.49, -0.19, 0.00], [-0.13, -0.16, -0.54], [0.06, -0.33, 0.06], [0.11, -0.30, 0.08]],
  "lowdin_charge": [1.5901, -0.1450, 0.5183, -0.1543, -0.1527, -0.1149, -0.2724, -0.0168, -0.0345, -0.0095, 0.0252, -0.1800, -0.1030, -0.2856, -0.0552, -0.0508, -0.0475, -0.0455, -0.0136, 0.0466, 0.0280, 0.0285, 0.0306, 0.0453, 0.0383, 0.0519, 0.0333, -0.0122, 0.0871, 0.1219, 0.1240, 0.1336, 0.1057, 0.1190, 0.1154, 0.1154, 0.1270, -0.1193, -0.3470, 1.0536, -0.6811, -0.3484, -0.1042, 0.0875, 0.0580, 0.0775, 0.0599, 0.1050, 0.0447, 0.1035, 0.0533, 0.0947, 0.0634, 0.1690, -0.3489, -0.0744, -0.1199, -0.1250, -0.0892, 0.1480, 0.1118, 0.1181, 0.1168, 0.1104, 0.1228, -0.5110, 1.6389, -0.6151, -0.0728, -0.5443, -0.5250, -0.4731, -0.1956, 0.0844, 0.0815],
  "total_charge": 1,
  "gap_ev": [8.4045, 5.9753],
  "lumo_energy_ev": [-3.16, -5.64],
  "de_lowest_kj_mol": 185.9,
  "spin_multiplicity": 3,
  "total_energy_ha": -2912.83714
}